No. 1
Molecular formula: C20H31BF14N4O10P
Method: DFT, ωB97M-V with the def2-TZVPD basis set

Each line ends with the Mulliken charge.
Geometry (Å):
C  -1.276  4.376  2.395  -1.464
C  -1.515  2.984  1.820  0.215
N  -1.931  3.035  0.413  0.271
C  -2.090  1.740  -0.200  -1.837
C  -0.792  0.922  -0.318  0.216
N  -0.760  -0.139  0.702  0.130
C  0.318  -0.807  1.050  -0.537
N  0.221  -1.714  2.066  -0.294
C  1.506  -2.152  2.657  -0.035
O  1.216  -2.632  3.936  -0.636
P  2.050  -3.657  1.656  0.764
O  0.865  -4.248  1.061  -0.711
O  3.236  -3.310  0.661  -0.582
O  2.681  -4.601  2.782  -0.464
C  2.467  -0.957  2.809  1.796
C  1.785  0.075  3.736  -1.800
C  2.533  1.382  3.918  -1.060
O  1.586  2.436  3.917  -0.249
C  2.187  3.681  4.070  -0.803
C  2.867  4.178  2.785  0.872
F  2.626  5.482  2.565  -0.287
F  2.413  3.476  1.710  -0.131
F  4.215  3.993  2.825  -0.289
C  3.829  -1.300  3.433  0.552
F  4.266  -2.529  3.096  -0.193
F  3.815  -1.220  4.776  -0.264
F  4.753  -0.413  2.979  -0.279
C  2.683  -0.363  1.404  -1.680
N  1.542  -0.646  0.539  1.231
O  1.769  -0.441  -0.814  -0.556
B  1.187  -1.336  -1.743  0.486
O  0.663  -0.771  -2.865  -0.336
O  1.167  -2.670  -1.581  -0.384
C  -1.135  3.899  -0.392  0.559
C  -1.866  4.722  -1.410  -1.522
O  0.067  3.996  -0.245  -0.485
H  -1.591  4.379  3.428  0.411
H  -1.889  5.101  1.877  0.389
H  -0.229  4.626  2.318  0.279
H  -2.357  2.559  2.358  0.452
H  -0.646  2.343  1.978  -0.097
H  -2.473  1.899  -1.203  0.477
H  -2.857  1.166  0.312  0.507
H  -0.816  0.436  -1.283  -0.059
H  0.083  1.552  -0.225  0.702
H  -1.625  -0.366  1.165  0.370
H  -0.335  -1.325  2.825  0.521
H  0.721  -3.459  3.866  0.634
H  4.108  -3.443  1.052  0.449
H  3.298  -5.214  2.365  0.386
H  1.599  -0.359  4.705  0.610
H  0.807  0.339  3.347  0.420
H  3.046  1.371  4.879  0.485
H  3.298  1.571  3.171  0.470
H  1.414  4.394  4.323  0.432
H  2.926  3.705  4.869  0.413
H  3.551  -0.803  0.936  0.500
H  2.849  0.707  1.444  0.308
H  0.845  0.174  -2.855  0.293
H  1.339  -3.114  -2.416  0.301
H  -1.420  4.601  -2.387  0.358
H  -2.930  4.541  -1.416  0.371
H  -1.684  5.752  -1.124  0.405
C  -2.058  -3.209  -4.789  -0.849
C  -1.717  -2.088  -5.799  0.934
C  -2.094  -0.639  -5.460  0.512
F  -3.420  -0.464  -5.359  -0.238
F  -1.654  0.174  -6.446  -0.268
F  -2.194  -2.411  -7.014  -0.267
F  -0.356  -2.078  -5.887  -0.311
O  -3.185  -4.050  -5.022  -0.412
C  -4.454  -3.804  -4.537  0.827
C  -5.483  -3.666  -5.666  0.186
F  -5.181  -2.630  -6.465  -0.220
F  -6.697  -3.441  -5.118  -0.250
F  -4.489  -2.761  -3.687  -0.288
F  -4.815  -4.890  -3.824  -0.299
H  -1.220  -3.897  -4.883  0.432
H  -2.032  -2.847  -3.761  0.415
H  -1.619  -0.327  -4.525  -0.143
H  -5.513  -4.580  -6.261  0.239

**Lowest unoccupied orbital energy**: -0.11237 Ha
**Energy**: -95687.0776 eV
**Kohn-Sham gap**: 9.06 eV
**Spin multiplicity**: 1
**Net charge**: +1
**Highest occupied orbital energy**: -12.1 eV

***

No. 2
Molecular formula: C20H31Br2Cl4F6LiN3NaO4
Method: DFT, ωB97M-V with the def2-TZVPD basis set

Each line ends with the Mulliken charge.
Geometry (Å):
C  -1.850  -4.294  1.334  -1.216
C  -2.692  -3.265  0.503  0.808
O  -4.072  -3.215  0.941  -0.587
C  -2.122  -1.817  0.500  -0.658
O  -3.028  -1.085  -0.362  -0.001
N  -2.853  0.269  -0.148  -0.398
C  -2.730  0.817  -1.514  -0.049
N  -3.663  0.474  -2.383  -0.177
N  -1.668  1.680  -1.731  -0.215
C  -1.383  1.853  -3.152  1.217
F  -2.309  2.730  -3.705  -0.298
F  -1.268  0.655  -3.800  -0.020
C  0.018  2.568  -3.288  -0.252
C  0.326  3.784  -2.511  -0.750
C  1.616  4.433  -2.687  -0.706
C  2.632  3.899  -3.612  -0.877
C  2.274  2.687  -4.337  0.310
C  3.311  2.101  -5.353  0.869
F  4.589  2.540  -5.115  -0.275
F  3.330  0.732  -5.329  -0.246
F  2.935  2.556  -6.611  -0.240
C  0.991  1.990  -4.203  -0.352
H  -2.424  -4.503  2.278  0.307
H  -1.761  -5.272  0.790  0.240
H  -0.814  -3.958  1.581  0.289
H  -2.737  -3.626  -0.563  0.128
H  -4.575  -2.900  0.162  0.246
H  -2.106  -1.356  1.521  0.357
H  -1.105  -1.759  0.033  0.335
H  -3.706  0.714  0.226  0.270
H  -4.652  0.698  -2.272  0.194
H  -3.424  -0.147  -3.229  0.171
H  -0.809  1.389  -1.255  0.320
H  -0.436  4.182  -1.800  0.374
H  1.867  5.384  -2.122  0.570
H  3.615  4.384  -3.781  0.391
H  0.816  1.080  -4.818  0.469
C  -5.181  -5.176  -2.470  -0.015
Cl  -3.596  -5.850  -2.064  -0.078
Cl  -6.479  -6.181  -1.777  -0.201
Cl  -5.314  -3.518  -1.902  -0.012
H  -5.289  -5.179  -3.552  0.401
F  -1.523  -1.275  -4.319  -0.888
Na  -5.420  -6.944  0.381  0.859
C  3.142  -5.131  4.600  -0.583
C  3.102  -3.894  5.475  -0.407
C  1.838  -3.208  4.982  -0.558
O  0.953  -4.225  4.549  -0.443
C  1.670  -5.470  4.475  -0.414
H  3.734  -5.945  5.017  0.348
H  3.552  -4.880  3.618  0.276
H  2.986  -4.181  6.523  0.277
H  3.991  -3.267  5.390  0.338
H  2.048  -2.556  4.118  0.248
H  1.352  -2.609  5.766  0.362
H  1.335  -6.099  5.305  0.291
H  1.433  -5.975  3.539  0.271
Br  5.385  5.801  1.679  -0.145
C  4.257  7.101  0.766  -0.576
C  2.795  6.816  0.992  -0.597
Br  2.187  5.322  -0.100  -0.026
H  4.540  7.083  -0.285  0.361
H  4.531  8.065  1.195  0.356
H  2.187  7.664  0.678  0.391
H  2.560  6.570  2.027  0.294
C  1.019  4.235  3.084  -0.235
O  0.942  3.047  3.695  -0.838
H  0.135  4.556  2.484  0.147
H  1.174  5.131  3.734  0.169
H  1.840  4.361  2.342  -0.057
Li  2.035  -1.004  4.943  0.856
Cl  -4.053  0.415  -5.074  -0.724

**Lowest unoccupied orbital energy**: -0.11014 Ha
**Energy**: -244989.9993 eV
**Kohn-Sham gap**: 1.94 eV
**Spin multiplicity**: 1
**Net charge**: 0
**Highest occupied orbital energy**: -4.9 eV

***

No. 3
Molecular formula: C20H31Br6Cl2CsF2IN2NaO11PS
Method: DFT, ωB97M-V with the def2-TZVPD basis set

Each line ends with the Mulliken charge.
Geometry (Å):
C  -1.984  -2.203  1.989  0.175
C  -2.956  -1.155  1.631  0.063
O  -4.126  -1.186  1.866  -0.559
N  -2.321  0.019  0.958  0.778
C  -2.284  1.263  1.714  0.260
C  -0.886  1.701  1.758  -1.780
O  -3.221  1.810  2.224  -0.606
S  -2.872  0.292  -0.571  0.072
Cl  -4.929  0.677  -0.540  -0.190
I  -1.835  2.589  -1.269  0.175
H  -1.108  -1.761  2.474  0.184
H  -2.493  -2.914  2.620  -0.024
H  -1.659  -2.678  1.057  0.047
H  -0.814  2.798  1.877  0.674
H  -0.375  1.201  2.615  0.543
H  -0.340  1.391  0.865  0.484
C  -3.975  -3.993  6.143  -0.795
N  -3.067  -4.723  5.222  0.818
O  -2.308  -4.084  4.533  -0.461
O  -3.135  -5.939  5.201  -0.538
H  -3.788  -2.931  6.034  0.310
H  -4.993  -4.242  5.861  0.300
H  -3.756  -4.330  7.151  0.307
F  2.204  -1.518  4.085  -0.431
C  2.045  -2.429  3.104  0.310
C  2.678  -2.239  1.894  -0.383
C  2.515  -3.186  0.895  -0.431
C  1.718  -4.302  1.108  -0.581
C  1.086  -4.473  2.330  -0.530
C  1.254  -3.534  3.336  -0.152
H  3.284  -1.357  1.742  0.419
H  3.007  -3.049  -0.059  0.351
H  1.586  -5.032  0.322  0.399
H  0.457  -5.338  2.501  0.407
H  0.773  -3.651  4.298  0.631
F  0.385  -0.422  2.201  -0.879
O  2.242  6.531  -4.889  -0.786
P  1.216  5.668  -5.492  0.814
O  0.554  4.814  -4.333  -0.023
C  -0.276  5.399  -3.329  0.274
C  -1.638  5.802  -3.864  -1.085
O  2.080  4.463  -6.163  -0.354
C  3.486  4.489  -6.195  -0.507
C  3.992  3.797  -4.936  -0.690
O  0.064  5.505  -6.608  -0.272
C  -0.157  6.584  -7.540  -0.274
C  1.081  6.908  -8.354  -1.099
H  0.231  6.257  -2.874  0.235
H  -0.390  4.639  -2.561  -0.401
H  -1.559  6.655  -4.547  0.340
H  -2.302  6.086  -3.048  0.414
H  -2.089  4.980  -4.418  0.268
H  3.879  5.502  -6.284  0.318
H  3.813  3.948  -7.084  0.368
H  3.454  4.126  -4.047  0.399
H  5.060  3.985  -4.791  -0.053
H  3.837  2.716  -5.017  0.384
H  -0.498  7.469  -6.996  0.297
H  -0.967  6.269  -8.194  0.352
H  1.887  7.283  -7.716  0.324
H  0.860  7.672  -9.098  0.412
H  1.453  6.016  -8.858  0.264
Na  6.209  2.670  -3.781  0.589
C  -1.605  -3.242  -1.976  0.733
O  -1.477  -4.311  -2.607  -0.656
O  -2.438  -2.327  -2.334  -0.548
O  -0.936  -2.952  -0.932  -0.534
C  3.427  -4.847  6.810  -0.344
Br  1.692  -5.601  6.476  0.050
Br  4.448  -5.943  8.027  -0.084
Br  4.387  -4.495  5.185  -0.018
H  3.272  -3.895  7.296  0.366
C  -2.323  -9.280  6.915  -0.120
Br  -3.307  -9.741  8.506  -0.024
Br  -0.559  -8.646  7.332  0.017
Br  -2.278  -10.735  5.661  -0.007
H  -2.849  -8.464  6.440  0.128
Cs  0.224  4.257  2.284  0.967
Cl  1.037  2.919  -1.235  -0.805

**Lowest unoccupied orbital energy**: -0.02411 Ha
**Energy**: -530660.2245 eV
**Kohn-Sham gap**: 1.51 eV
**Spin multiplicity**: 1
**Net charge**: -1
**Highest occupied orbital energy**: -2.2 eV